(1)
The following is a quantum chemistry calculation of C32H45BCl2IN2O7 as an isolated structure, from OMol25.

For the orbital gap, the calculation gives 7.384 eV. As for the LUMO energy: -3.761 eV. The net charge is +1.

Element x y z (Å)
C -0.55364 -0.68150 -0.12470
H -2.41752 -2.33555 -4.16153
C -1.36399 2.05832 0.35150
N -0.29228 0.28529 -1.25795
H 2.88426 -2.52399 -6.88474
O -3.25639 -0.72915 2.66265
C -0.21569 1.72736 -0.69381
C 1.06419 -2.87442 -0.14212
C -2.22710 2.96356 2.68811
H -4.36212 -2.22624 5.13369
H -2.18456 1.15682 -2.04853
O -2.36216 5.56902 2.50596
H -1.45842 0.16020 2.88460
H 2.31076 -2.89403 2.53588
H 1.93915 5.00092 -0.19539
I 1.00846 -0.47663 1.48184
C 1.88116 -1.82484 -5.00342
C -0.36185 -2.21473 -0.42940
H -3.21282 2.83163 2.18169
H -3.36887 0.59650 4.36052
C 1.19844 2.36616 -0.42974
C 2.59798 4.50026 -0.97295
H -2.38046 -0.91556 4.53611
C 4.39146 -1.56183 -5.52820
H 2.81504 5.30133 -1.72985
H 4.77995 4.34350 -2.23375
H 2.36096 2.72739 -2.30363
H -4.76743 -0.57763 5.70673
C -3.32841 -0.50073 4.07967
C -2.07420 4.42992 3.26089
H 0.23330 -7.47942 1.07035
C 0.96612 0.02424 -2.00351
C 3.03462 -2.00477 -5.90261
C 1.18438 -4.01597 0.95417
H 3.60476 -0.29373 -2.35292
C 3.87671 3.97811 -0.20014
C 5.10914 3.99137 -1.22344
C 3.43184 -0.75879 -3.36161
O -3.63332 -0.78107 -2.90270
C 0.64190 -6.49297 1.37942
H 2.05634 1.68928 -0.21853
O 2.07474 -2.67647 -0.77753
H 0.87619 -2.18933 -5.32100
H 1.33067 -7.24536 3.34618
H -6.27363 -0.05073 3.87906
H -0.86273 0.91193 -3.18496
H 4.04089 4.69517 0.65521
H -1.47333 -1.69954 2.51844
C -5.89713 -1.11403 3.91712
C -1.85294 -0.67724 2.26044
H 5.46810 2.92420 -1.30634
H -0.60095 -2.56198 -1.46835
H 0.87227 3.85454 -2.13767
H 3.77294 2.93768 0.19714
C -4.56773 -1.18176 4.77036
H -6.67117 -1.70207 4.49120
H 1.22472 3.08497 0.44316
H 5.61725 -0.58819 -3.89357
H 1.86739 -0.12838 -1.33939
C 4.59833 -0.91216 -4.22609
C 1.84488 -3.85821 2.24198
O 0.95015 -1.09216 -2.87561
C 0.59312 -5.30922 0.53461
B -2.20663 -0.78856 -2.95451
O -1.72308 4.57718 4.40466
Cl -2.37348 3.45302 -0.36922
H -0.46429 3.62594 1.58849
H -1.03718 -2.81523 0.25103
C -1.89844 -0.36466 0.68460
H -0.26624 2.02684 2.38031
H -2.16042 2.29738 3.58144
N -2.39534 1.01590 0.56215
C 1.71452 3.33277 -1.61413
C 1.30643 -6.33696 2.69852
O -1.70025 -1.89941 -3.67113
H -5.73216 -1.53076 2.89387
H -3.16255 1.07976 -0.11086
H -3.22499 5.94203 2.77699
C 2.07783 -1.18142 -3.68294
C -1.37843 0.40586 -2.30733
H -0.48896 2.35665 -1.59309
Cl -3.33330 -1.41710 0.16464
H 0.12039 -5.41331 -0.47669
C -0.96849 2.62744 1.75886
C 1.89464 -5.05518 3.11032
H 2.39217 -5.03462 4.10541
H -3.93814 -1.68965 -2.72348
H 5.92013 4.63212 -0.79857
H 1.25506 0.88683 -2.68207
H 5.28951 -1.69209 -6.17034

(2)
The following is a quantum chemistry calculation of C42H51BN10O5S3SeTl as an isolated structure, from OMol25.

For the orbital gap, the calculation gives 5.505 eV. As for the LUMO energy: 0.664 eV. For the energy relative to the best compared isomer or geometry (same formula, charge and spin), the calculation gives 18.0 kcal per mole. The net charge is -1.

Element x y z (Å)
C -2.87346 -6.37908 1.09212
H -3.01366 -5.47089 1.67228
C -0.24071 -5.36203 0.03304
C -3.28340 -1.46928 -1.36343
C -2.93004 6.01365 -0.25796
H -3.19519 5.12053 -2.19611
H -1.88473 3.08937 -1.68149
C -5.84156 -2.66546 -5.18133
H 2.10453 2.51368 0.46651
C 2.29022 -0.02337 2.48633
H -6.68584 -2.27749 -4.61796
O -1.05797 0.45321 2.65604
C 1.19365 1.38258 -5.16806
H -4.09504 -4.38605 -0.38341
H -4.54004 0.40683 -6.09105
C -0.05414 -0.33915 -3.85477
S -0.87897 0.86624 -3.05758
N -0.16777 -0.09970 4.65420
B -1.08533 -2.10781 -2.41552
N -0.75884 2.67650 0.76195
C -1.49998 -5.10795 -0.56740
H 3.53827 3.56152 2.23961
H 2.07661 -0.90848 -6.43264
H -2.51004 6.68055 1.73916
H 1.68871 1.81365 -4.29645
H 3.19910 -4.59004 -6.84194
H -2.42134 -1.72010 2.91617
H -2.83260 -1.43562 -6.34487
C 1.02742 -2.41753 -5.27129
C 4.59138 2.33514 4.49009
H 1.27282 -5.10975 -4.59756
H 0.94286 -5.71395 -6.22995
H -2.00852 -6.90466 1.48587
H -2.27387 -7.04492 -2.25137
H -4.06369 -2.33096 -7.24707
N -0.24087 -1.65832 -3.52994
H 1.82721 1.50217 -6.04325
C -3.95362 -5.33095 -0.90090
H -6.19465 -2.97709 -6.16091
C 0.82517 -3.33949 -7.53122
C 2.93373 -3.73930 -6.21803
C 3.21501 2.53487 2.31955
H -5.45737 -3.53901 -4.65936
C -5.32344 -0.33151 -5.94841
C -1.46921 3.72373 0.33293
C 0.58923 -3.38507 -1.05851
H 2.20794 -3.96495 1.23809
H 0.38127 0.74983 4.65127
N 1.92029 0.73501 1.46461
H 1.05473 -4.16477 -8.20225
C -1.65188 4.75669 1.31817
H -6.09060 0.10037 -5.31415
C -4.74129 -1.60431 -5.33412
N 0.28629 -2.65891 -4.23854
H -4.82732 -5.95927 -0.74279
C -3.64855 -2.14674 -6.25783
S 1.78457 -2.27627 -1.39347
H -1.57365 -7.84173 -0.84216
C 1.41087 -3.60065 -6.13436
H 0.26843 1.94231 -5.30655
O 5.51683 1.58288 4.77283
N -1.68046 -4.07554 -1.32781
H -0.25656 -3.23035 -7.46924
O 0.90895 -1.81206 1.70714
C 3.62623 1.74349 3.38214
H -3.51465 6.88341 -0.52160
C -2.44313 -7.30200 -1.20875
H -4.78560 0.10319 0.22942
C -0.89267 -0.37369 3.55078
N -0.67501 -3.22163 -1.58380
C -2.38579 5.91235 0.99172
H -6.27379 0.05251 -0.74881
S -2.77716 -1.76223 0.20090
H -5.76827 -0.55723 -6.91439
H 2.25588 -5.69400 0.82412
H -3.30752 -7.96129 -1.15897
C 2.13488 -4.68903 0.42446
H -3.74342 -7.01930 1.23036
H -0.25612 -4.73335 -5.37328
C -5.03447 -0.86488 -2.89814
H 2.92658 -4.45502 -0.28358
H 1.23625 -2.42871 -7.96285
H 3.38478 -2.85095 -6.65160
C -5.39259 -0.50235 -0.44046
H 3.35478 -3.89507 -5.22805
H -6.01440 -0.46636 -3.10965
H -5.69260 -1.38532 0.12196
H -1.79606 -2.02538 4.56562
H 0.24959 -0.88099 5.13952
C -2.69195 -6.02859 -0.38782
N -1.07242 4.50152 2.49316
H -3.86299 -5.12387 -1.96323
C 0.80626 -4.51954 -0.21628
C -4.19936 -1.34339 -3.94353
Se -0.29548 2.93880 2.41491
C 1.64683 -1.42235 2.64201
H 3.51917 -0.23706 4.22650
H -0.82029 -2.42666 3.13737
C -1.54137 -1.72420 3.55345
C -2.02606 3.87105 -0.95045
C 0.80500 -4.87717 -5.54932
C 2.39742 1.96605 1.35527
Tl -0.13698 -0.13701 0.10177
N -2.97166 -1.68186 -3.71603
H -0.11035 -6.19821 0.70292
C -2.74894 4.99922 -1.22038
N -2.48842 -1.72515 -2.45978
C -4.57902 -0.93012 -1.61169
H -3.24007 -3.07757 -5.87552
O 1.85788 -2.01789 3.69970
C 1.39086 -1.08856 -5.61980
C 3.18619 0.43407 3.44977
O 4.25457 3.45031 4.87590
C 0.87175 -0.04909 -4.90537

(3)
The following is a quantum chemistry calculation of C8H26FFeO5S3 as an isolated structure, from OMol25.

For the orbital gap (alpha / beta), the calculation gives 9.329 / 7.849 eV. The expectation value of S² is 6.007. As for the LUMO energy (alpha / beta): -2.182 / -2.200 eV. For the energy relative to the best compared isomer or geometry (same formula, charge and spin), the calculation gives 8.0 kcal per mole. The net charge is +1. Its multiplicity is 5.

Element x y z (Å)
O 1.54246 1.17411 -1.25041
C -3.18309 -1.50367 -0.63142
H -3.85133 1.23543 0.54848
H -4.42163 2.83080 1.09749
C -3.81795 2.30663 0.35291
H 0.33387 2.42270 -2.43028
S -2.13094 2.95178 0.45143
C 2.14057 1.40704 2.93788
O -2.15036 -0.86360 0.12741
C 0.60906 -3.48876 -2.28033
H 3.75102 -2.18720 -0.90044
C -1.87712 2.59792 2.22652
H -3.15486 -1.07217 -1.62754
H 3.31579 -3.33688 -2.23716
C 2.07849 -1.19895 2.28266
H 2.92011 1.44292 2.17732
O 0.25243 0.37661 1.22830
H -0.94237 3.04751 2.53203
F -0.80720 -0.06729 -2.59548
H 2.58973 1.13925 3.89775
H 2.47958 0.99437 -1.16878
H -4.15977 -1.36721 -0.15724
O 0.78245 -1.50698 -0.55374
H 1.04510 -4.43899 -2.59867
H 1.51516 -2.11891 2.15978
S 0.90372 0.15064 2.57056
H 2.70284 -1.26618 3.17283
H -0.43492 -3.69221 -2.05565
H -2.00717 -1.30324 0.96989
Fe -0.34585 0.19129 -0.74843
H 2.94388 -1.60116 -2.33104
H 1.96300 3.03438 -2.06457
H 1.79900 1.77109 -3.23449
C 1.36966 2.14207 -2.30119
H -2.07461 1.52796 2.29023
O -1.27109 1.97892 -0.30906
H -3.00952 -2.58298 -0.67158
H -2.66042 3.01618 2.86816
C 3.02324 -2.46088 -1.66267
S 1.44983 -2.82987 -0.84243
H 2.63389 -0.95029 1.38182
H 0.70688 -2.78868 -3.10990
H -4.26939 2.49229 -0.61931
H 1.71784 2.39420 3.10835